This record from the Open Molecules 2025 dataset describes C36H87F2N10O11S2V as an isolated structure. The level of theory is ωB97M-V/def2-TZVPD.

```
! RIJCOSX wB97M-V def2-TZVPD def2/J DEFGRID3
* xyz 0 3
O -0.77 -2.31 3.22
V -0.24 -0.92 3.84
N 0.30 -0.30 1.94
S -0.33 -0.32 0.37
O 0.31 -1.39 -0.40
O -0.79 0.92 -0.25
F -1.75 -1.05 0.70
S 1.53 0.53 1.45
O 1.36 2.01 1.34
O 2.66 -0.05 0.70
F 2.19 0.54 2.94
C -1.86 -4.78 -0.68
C -1.50 -3.85 -1.81
N -1.75 -4.40 -3.13
C -3.20 -4.68 -3.33
C -4.04 -3.44 -3.36
C -1.15 -3.67 -4.29
C 0.38 -3.76 -4.15
H -2.92 -5.02 -0.63
H -1.66 -4.37 0.30
H -1.29 -5.71 -0.80
H -1.96 -2.88 -1.63
H -0.43 -3.76 -1.65
H -3.54 -5.46 -2.64
H -3.37 -5.12 -4.31
H -3.66 -2.66 -4.03
H -3.97 -3.16 -2.31
H -5.05 -3.76 -3.59
H -1.42 -4.24 -5.17
H -1.53 -2.65 -4.32
H 0.77 -3.11 -3.37
H 0.65 -4.79 -3.92
H 0.96 -3.55 -5.05
C 3.43 3.03 -1.43
C 2.83 3.42 -2.81
N 1.59 2.65 -3.12
C 1.85 1.22 -3.29
C 0.77 0.61 -4.17
C 0.41 2.85 -2.20
C -0.18 4.21 -2.38
H 2.68 3.07 -0.64
H 4.12 3.79 -1.06
H 3.80 2.01 -1.33
H 2.49 4.45 -2.89
H 3.56 3.31 -3.62
H 2.79 1.20 -3.84
H 2.02 0.73 -2.33
H 1.22 -0.18 -4.78
H -0.11 0.25 -3.62
H 0.48 1.31 -4.95
H 0.72 2.68 -1.17
H -0.36 2.09 -2.38
H -0.36 4.55 -3.40
H 0.44 4.96 -1.88
H -1.10 4.25 -1.80
C -3.52 2.83 0.55
C -3.94 1.65 -0.29
N -5.04 0.86 0.25
C -5.12 -0.40 -0.50
C -5.33 -0.34 -1.99
C -6.31 1.54 0.40
C -7.48 0.65 0.83
H -2.59 3.30 0.25
H -3.43 2.49 1.59
H -4.30 3.59 0.45
H -4.16 1.98 -1.30
H -3.14 0.93 -0.45
H -4.20 -0.97 -0.35
H -5.79 -1.15 -0.06
H -4.47 0.04 -2.54
H -5.61 -1.30 -2.43
H -6.17 0.28 -2.28
H -6.55 1.99 -0.57
H -6.24 2.33 1.14
H -7.91 -0.01 0.08
H -8.24 1.29 1.28
H -7.24 -0.10 1.58
C -0.16 2.13 5.32
O 0.18 1.04 4.83
N -0.71 3.12 4.67
C -1.18 4.33 5.24
C -1.04 2.98 3.25
H 0.04 2.40 6.37
H -0.84 5.17 4.62
H -0.77 4.46 6.24
H -2.26 4.39 5.35
H -2.10 3.09 3.02
H -0.68 3.83 2.67
H -0.65 2.11 2.73
C 5.48 -0.64 -3.14
O 5.93 -0.21 -2.07
N 4.36 -1.40 -3.17
C 4.20 -2.47 -4.13
C 3.54 -1.66 -1.99
H 6.06 -0.62 -4.08
H 4.83 -2.29 -5.01
H 3.15 -2.51 -4.43
H 4.57 -3.40 -3.70
H 4.10 -2.41 -1.43
H 3.51 -0.85 -1.27
H 2.55 -2.06 -2.23
C -6.16 -3.11 3.22
O -6.36 -1.88 3.19
N -5.21 -3.78 2.54
C -4.24 -3.11 1.65
C -5.10 -5.22 2.69
H -6.80 -3.78 3.81
H -4.39 -2.03 1.63
H -4.41 -3.45 0.63
H -3.21 -3.41 1.86
H -5.35 -5.82 1.81
H -4.14 -5.46 3.15
H -5.76 -5.68 3.43
C 6.24 2.48 0.29
O 6.64 3.64 0.30
N 5.87 1.87 1.47
C 5.53 0.42 1.43
C 6.13 2.36 2.83
H 5.99 1.89 -0.61
H 4.69 0.16 2.07
H 6.34 -0.19 1.83
H 5.30 0.03 0.44
H 6.47 3.40 2.85
H 5.20 2.22 3.39
H 6.89 1.78 3.35
C 2.01 6.23 3.07
O 1.06 7.02 3.00
N 2.53 5.53 2.02
C 1.83 5.49 0.74
C 3.74 4.67 2.18
H 2.66 6.12 3.96
H 2.55 6.06 0.16
H 0.82 5.90 0.73
H 1.78 4.42 0.52
H 4.41 5.04 2.96
H 3.44 3.65 2.42
H 4.35 4.60 1.28
C 3.06 -2.52 2.92
O 2.04 -2.12 3.51
N 3.03 -3.44 1.97
C 4.27 -3.76 1.25
C 1.93 -4.26 1.51
H 4.08 -2.25 3.24
H 5.13 -3.19 1.58
H 4.13 -3.61 0.18
H 4.61 -4.76 1.50
H 2.21 -5.31 1.47
H 0.96 -4.18 1.99
H 1.81 -4.06 0.44
*
```

Calculated values
- Max |F|: 10.25 eV Å⁻¹
- Total energy: -128954.842 eV
- <S²>: 2.0440

Results of the Mulliken charge analysis, in e, for atoms 1 through 5: O -0.658; V 0.893; N 1.725; S -0.591; O -0.176



This record from the Open Molecules 2025 dataset describes a 3-piece molecular cluster, C2H11NO3 overall. The level of theory is ωB97M-V/def2-TZVPD.

```
! RIJCOSX wB97M-V def2-TZVPD def2/J DEFGRID3
* xyz 0 1
C -1.66 -2.68 -0.10
N -1.28 -1.86 1.12
C -1.49 -0.41 1.03
O -1.61 0.12 2.45
H -2.52 -2.17 -0.46
H -2.07 -3.64 -0.04
H -0.77 -2.74 -0.79
H -1.62 -2.46 1.98
H -0.55 0.08 0.55
H -2.47 -0.15 0.52
H -1.49 -0.70 2.98
O 0.60 5.58 0.04
H 0.43 5.83 -0.93
H 0.79 4.68 0.25
O 4.85 0.28 -2.68
H 5.75 -0.08 -2.30
H 5.12 0.32 -3.62
*
```

Calculated values
- Max |F|: 3.72 eV Å⁻¹
- Total energy: -9882.574 eV
- Structure (SMILES): CNCO.O.O
- ΔE to the lowest compared entry with this formula, charge and spin: 253.40 kJ/mol

Results of the Mulliken charge analysis, in e, for atoms 1 through 5: C -0.893; N -0.438; C -0.037; O -0.497; H 0.326



Q: Look up the max |F| of the second one.
A: 3.72 eV Å⁻¹